The following is a quantum chemistry calculation of a cluster of 3 separate species, C3H12N2O3 in total, from the Open Molecules 2025 dataset.

- LUMO energy (eV) = 0.81
- relative energy (zero: lowest compared OMol25 entry of this formula, charge and spin) (kcal per mole) = 20.45
- total charge = 0
- E (Ha) = -456.73758
- orbital gap (eV) = 10.06
- E_HOMO (eV) = -9.253

Last columns: bonded neighbours and bond lengths (Å).
CARTESIAN COORDINATES (ANGSTROEM)
1 O -0.6446 -0.1001 2.5881  C2 1.218
2 C -1.1372 -0.6130 1.5994  O1 1.218, N3 1.363, C6 1.510
3 N -0.8864 -0.1416 0.3451  C2 1.363, C4 1.486, H7 1.005
4 C -0.1146 1.1210 0.2068  N3 1.486, N5 1.416, H8 1.091, H9 1.097
5 N -0.1748 1.6841 -1.0916  C4 1.416, H10 1.015, H11 1.010
6 C -1.8019 -1.9691 1.5972  C2 1.510, H12 1.079, H13 1.090, H14 1.075
7 H -1.4598 -0.3930 -0.4408  N3 1.005
8 H -0.3363 1.7323 1.0826  C4 1.091
9 H 0.9302 0.8824 0.4386  C4 1.097
10 H -1.1208 1.7228 -1.4561  N5 1.015
11 H 0.3725 1.2434 -1.8178  N5 1.010
12 H -1.0036 -2.6890 1.6959  C6 1.079
13 H -2.4766 -2.1786 2.4277  C6 1.090
14 H -2.3640 -2.1510 0.6988  C6 1.075
15 H 3.8830 -1.3871 -5.6237  O17 0.962
16 H 3.6070 -2.8808 -5.8264  O17 0.961
17 O 3.1856 -2.0494 -5.5915  H15 0.962, H16 0.961
18 H 1.1455 3.1275 3.2516  O20 0.966
19 H -0.0165 2.1829 3.2327  O20 0.970
20 O 0.4134 2.8564 2.6834  H18 0.966, H19 0.970